The following is a quantum chemistry calculation of a molecular structure, C21H23BBr57F2NO5S, from the Open Molecules 2025 dataset.

## Properties
Calculated total energy, eV: -4043242.01030
LUMO, eV: -0.43
HOMO, eV: -10.00
HOMO-LUMO gap, eV: 9.5735
Largest force on an atom, hartree/bohr: 0.0487

Last column: Löwdin charge in e.
Geometry (Å):
O 1.48989 -1.34521 2.55866  0.165
C 0.91660 -0.83420 1.64842  -0.482
F 0.55282 -1.49592 0.58985  0.176
C 0.51791 0.60444 1.56653  -0.100
N 1.02880 1.14904 0.28360  -0.042
B 2.38778 1.82335 0.41743  -0.807
O 2.62750 2.91759 1.15216  0.141
O 3.42849 1.27717 -0.25460  0.194
S -0.06762 2.08003 -0.53937  0.570
O 0.00170 3.43289 -0.15049  -0.227
O 0.12762 1.85692 -1.91615  -0.220
F -1.44132 1.47020 -0.17976  -0.118
H -0.56955 0.58357 1.64228  0.028
H 0.88404 1.14662 2.42208  0.128
H 2.41186 2.78015 2.08538  -0.027
H 3.44706 0.32698 -0.11395  0.028
C -3.76375 2.05248 2.31293  -1.608
Br -2.82042 3.66089 2.79206  0.584
Br -2.81876 0.46383 2.86012  0.652
Br -5.56544 2.01315 2.99717  0.566
H -3.82136 2.02867 1.23497  -0.039
C 1.75261 6.03447 3.58135  -1.604
Br 2.53284 6.55306 1.90378  0.630
Br -0.08804 6.53708 3.69207  0.579
Br 1.96947 4.16180 3.91677  0.652
H 2.28329 6.55829 4.36322  -0.063
C 0.58889 4.44003 -4.83311  -1.598
Br -1.23810 4.41681 -5.44304  0.570
Br 1.78715 3.75045 -6.18348  0.537
Br 1.13506 6.22995 -4.31507  0.562
H 0.63820 3.80041 -3.96372  -0.045
C -1.56870 -0.10632 -6.79464  -1.620
Br -0.75956 0.90874 -8.21408  0.532
Br -3.41649 0.37053 -6.52209  0.566
Br -1.36785 -2.00099 -7.15055  0.557
H -1.04483 0.12299 -5.87738  -0.027
C 4.51765 -0.81771 4.75588  -1.607
Br 4.67511 -0.33698 6.61044  0.601
Br 4.88988 0.68245 3.60163  0.609
Br 5.58775 -2.35976 4.32118  0.621
H 3.48773 -1.09279 4.59121  -0.041
C 3.15668 5.25766 7.79951  -1.619
Br 4.47178 4.89462 6.44275  0.555
Br 2.29695 6.95961 7.52990  0.581
Br 1.87728 3.83037 7.94653  0.561
H 3.68447 5.31262 8.73858  -0.087
C 2.14389 3.53125 -10.67104  -1.601
Br 0.36750 2.82369 -10.99423  0.557
Br 2.10233 5.44508 -10.47209  0.576
Br 3.09487 2.75075 -9.18660  0.522
H 2.70804 3.31127 -11.56335  -0.033
C -8.30494 1.26244 -0.10442  -1.639
Br -7.60359 -0.21845 0.89755  0.525
Br -9.62889 2.23533 0.90177  0.570
Br -6.90863 2.41327 -0.73706  0.569
H -8.79755 0.85512 -0.97369  -0.033
C -2.21767 -5.84558 -6.28264  -1.672
Br -3.54151 -7.24361 -6.19716  0.552
Br -1.37627 -5.57066 -4.58882  0.577
Br -0.92221 -6.14926 -7.66280  0.574
H -2.73669 -4.93311 -6.53342  -0.055
C 1.94869 -1.52476 9.20551  -1.648
Br 0.18499 -2.27622 9.03276  0.566
Br 1.92174 0.39736 9.09908  0.525
Br 2.83104 -2.13527 10.80318  0.564
H 2.52929 -1.87950 8.36730  -0.062
C 5.88701 8.59225 9.36523  -1.624
Br 5.81280 6.79411 10.05948  0.597
Br 6.22357 8.60765 7.47031  0.569
Br 4.30499 9.59119 9.81385  0.567
H 6.72075 9.08153 9.84259  -0.033
C 7.01238 -2.06609 0.78196  -1.622
Br 7.49191 -3.84798 0.23545  0.600
Br 8.29099 -0.76114 0.17750  0.599
Br 5.22173 -1.61425 0.23097  0.638
H 7.02502 -2.04857 1.86044  -0.099
C -2.21150 6.15089 -1.73449  -1.655
Br -1.87813 6.59092 0.10961  0.552
Br -3.77582 5.06259 -1.94339  0.563
Br -2.29591 7.77016 -2.74654  0.571
H -1.37577 5.57459 -2.10355  -0.054
C 6.14005 -2.24426 -3.43741  -1.660
Br 6.62207 -4.02524 -3.98744  0.564
Br 7.41764 -0.93837 -4.04696  0.562
Br 4.34829 -1.79242 -3.97311  0.569
H 6.16017 -2.22860 -2.35853  -0.119
C 2.00647 -6.45136 10.63927  -1.646
Br 2.62211 -5.74356 8.95830  0.549
Br 0.15727 -6.01985 10.95548  0.560
Br 2.33207 -8.34388 10.77447  0.575
H 2.58204 -5.97222 11.41518  -0.034
C -6.33944 -10.14587 -6.45908  -1.629
Br -4.56296 -10.52491 -5.81687  0.547
Br -7.05182 -11.60744 -7.49338  0.568
Br -7.51980 -9.64017 -5.02578  0.547
H -6.26275 -9.29720 -7.12063  -0.038
C -11.22575 -1.34518 2.41346  -1.643
Br -11.35064 -3.11060 3.17147  0.579
Br -10.79772 -1.40879 0.54018  0.542
Br -12.81362 -0.30817 2.74507  0.571
H -10.40770 -0.84212 2.90726  -0.039
C 7.46656 2.10567 -9.68525  -1.644
Br 7.07268 2.90121 -7.97517  0.559
Br 6.62328 0.39039 -9.89726  0.565
Br 7.01643 3.29584 -11.13298  0.558
H 8.53198 1.94569 -9.72493  -0.034
C -9.97541 -12.39191 -2.73019  -1.635
Br -11.74390 -11.93619 -3.34069  0.571
Br -8.86080 -13.00110 -4.17601  0.545
Br -9.15956 -10.93468 -1.76676  0.554
H -10.07871 -13.21173 -2.03791  -0.034

=====

The following is a quantum chemistry calculation of 7 unconnected molecules or ions with the total composition C21H23BF6NO20S, from the Open Molecules 2025 dataset.

## Properties
Calculated total energy, eV: -92408.30742
LUMO, eV: 1.55
ΔE to the lowest compared entry with this formula, charge and spin, kJ/mol: 132.0
HOMO, eV: -4.19
Total charge: -1
HOMO-LUMO gap, eV: 5.7351
Largest force on an atom, hartree/bohr: 0.0910

Last column: Löwdin charge in e.
Geometry (Å):
S 0.86494 -3.03108 -0.12378  0.624
C -0.46292 -3.70334 -0.77491  -0.736
N -1.52443 -4.25919 -0.85693  0.148
C -2.36074 -3.54802 -1.92564  -0.290
C -3.20768 -2.27551 -1.44648  -0.175
O -3.88684 -2.86270 -0.36530  -0.170
B -4.35005 -4.18824 -0.91312  -0.623
O -3.46020 -4.45263 -2.08301  -0.119
H -1.88542 -3.48288 -2.92851  0.146
H -3.85705 -2.08346 -2.34088  0.126
H -2.56786 -1.38584 -1.22115  0.112
H -4.30417 -5.03997 -0.04416  0.047
H -5.51040 -3.98519 -1.23716  0.050
C 1.91816 0.32828 3.27022  -0.047
C 2.32645 1.64526 2.67402  -0.304
O 2.21045 1.41536 1.28499  0.133
C 1.22850 0.46899 1.14211  -0.542
O 0.68322 0.22623 0.12264  0.151
O 0.96290 -0.14533 2.32371  0.040
F 3.62672 1.93638 2.96140  0.055
H 2.74883 -0.37797 3.33285  0.155
H 1.47299 0.43461 4.25779  0.127
H 1.69030 2.48646 2.96061  0.180
C 5.33480 5.74807 2.37912  -0.059
C 4.25434 4.91254 3.00397  -0.327
O 3.11295 5.74514 2.90694  0.135
C 3.31158 6.52553 1.80307  -0.544
O 2.46255 7.14698 1.26378  0.187
O 4.61153 6.49056 1.39860  0.075
F 4.51184 4.67775 4.31534  0.076
H 5.79504 6.43694 3.09096  0.145
H 6.11572 5.14548 1.91847  0.142
H 4.06385 3.97052 2.49359  0.149
C -2.73640 -2.00089 2.26082  -0.034
C -2.08575 -0.65834 2.15788  -0.307
O -2.67062 0.06114 3.23631  0.134
C -2.97461 -0.87341 4.18007  -0.564
O -3.22622 -0.61318 5.31952  0.133
O -2.94515 -2.12165 3.67725  0.066
F -2.40673 -0.03763 0.99576  0.077
H -3.69614 -2.04644 1.74503  0.139
H -2.10273 -2.80214 1.88690  0.141
H -1.00441 -0.67341 2.27598  0.138
C 1.57620 1.37169 -2.93675  -0.053
C 1.98882 2.68781 -3.52772  -0.316
O 1.88057 2.45667 -4.91981  0.134
C 0.90283 1.51533 -5.06719  -0.538
O 0.36223 1.27437 -6.09556  0.170
O 0.62460 0.89870 -3.89262  0.091
F 3.28278 2.97743 -3.23334  0.068
H 2.40524 0.66418 -2.86924  0.152
H 1.12642 1.47797 -1.95155  0.123
H 1.35221 3.52924 -3.24516  0.176
C 0.36774 -2.32283 7.52721  -0.061
C 0.43860 -1.01085 6.79698  -0.314
O 0.49457 -1.40550 5.44149  0.105
C -0.17421 -2.60132 5.37081  -0.523
O -0.55818 -3.08825 4.36926  0.213
O -0.34676 -3.14331 6.60724  0.087
F 1.58090 -0.33620 7.10186  0.062
H 1.35539 -2.75368 7.70841  0.144
H -0.16154 -2.24529 8.47545  0.142
H -0.42486 -0.36024 6.95371  0.177
C -0.92652 -0.58831 -8.59221  -0.061
C -1.79951 -1.80403 -8.71461  -0.323
O -3.08398 -1.24881 -8.93191  0.137
C -2.87597 -0.05564 -9.56147  -0.549
O -3.71730 0.55453 -10.13068  0.173
O -1.58011 0.34011 -9.46037  0.074
F -1.82007 -2.51291 -7.56180  0.083
H -0.90683 -0.18563 -7.57803  0.125
H 0.09641 -0.77408 -8.91518  0.142
H -1.54079 -2.46496 -9.54588  0.171

=====

The following is a quantum chemistry calculation of a molecular structure, C21H23BeN5, from the Open Molecules 2025 dataset.

## Properties
Calculated total energy, eV: -29993.09127
LUMO, eV: -5.56
ΔE to the lowest compared entry with this formula, charge and spin, kJ/mol: 0.0
HOMO, eV: -15.17
Total charge: +2
HOMO-LUMO gap, eV: 9.6174
Largest force on an atom, hartree/bohr: 0.0079

Last column: Löwdin charge in e.
Geometry (Å):
Be 0.33879 0.07318 -0.36279  0.117
C -0.83472 -2.27050 -0.86218  -0.132
C -1.34843 -1.68774 -2.16599  -0.083
C -0.35855 -0.81138 -2.88165  -0.214
C -0.33419 -0.75344 -4.26771  0.022
C 0.57078 0.07442 -4.90535  0.001
C 1.44577 0.82928 -4.13473  -0.015
C 1.37235 0.71676 -2.76620  -0.089
N 0.49105 -0.08410 -2.13922  0.073
N -0.65183 -1.26139 0.22292  -0.171
C -0.09671 -1.98689 1.40337  -0.092
C 0.17003 -1.07455 2.57655  -0.285
C 0.24673 -1.57808 3.86582  0.003
C 0.50137 -0.69309 4.90304  -0.025
C 0.65268 0.65476 4.61559  -0.031
C 0.54658 1.06360 3.29600  -0.100
N 0.31599 0.21726 2.29192  0.082
C -1.95949 -0.63592 0.59553  -0.058
C -1.99613 0.80585 0.17611  -0.206
C -3.13716 1.58490 0.23812  0.027
C -3.04677 2.92558 -0.09678  0.001
C -1.82256 3.45039 -0.49237  -0.010
C -0.73439 2.60847 -0.55216  -0.053
N -0.82141 1.31189 -0.22233  0.067
H 0.13242 -2.74824 -1.02784  0.141
H -1.52437 -3.03946 -0.50514  0.143
H -2.27861 -1.13123 -2.01012  0.133
H -1.61751 -2.51597 -2.82148  0.139
H -1.02383 -1.36267 -4.83582  0.134
H 0.59884 0.12784 -5.98531  0.131
H 2.17340 1.48910 -4.58429  0.125
H 2.04083 1.28528 -2.13242  0.110
H 0.82196 -2.48197 1.08087  0.135
H -0.79869 -2.77287 1.69595  0.145
H 0.10457 -2.63382 4.05788  0.128
H 0.56866 -1.04936 5.92210  0.124
H 0.84006 1.37634 5.39796  0.119
H 0.64751 2.11011 3.03086  0.117
H -2.07417 -0.67325 1.67866  0.144
H -2.79121 -1.19884 0.16948  0.145
H -4.07649 1.15071 0.55337  0.137
H -3.92291 3.55831 -0.04993  0.131
H -1.71593 4.49199 -0.75754  0.126
H 0.23670 2.96314 -0.87246  0.127
C 4.50422 -0.09470 0.73035  0.016
C 3.10129 -0.02804 0.37151  -0.068
N 1.99387 0.03208 0.09237  0.251
H 4.65789 -0.92807 1.41552  0.112
H 4.79021 0.83661 1.21852  0.112
H 5.10151 -0.24230 -0.16855  0.111

=====

What did the third record say?
The following is a quantum chemistry calculation of a molecular structure, C21H23BeN5, from the Open Molecules 2025 dataset.

## Properties
Calculated total energy, eV: -29993.09127
LUMO, eV: -5.56
ΔE to the lowest compared entry with this formula, charge and spin, kJ/mol: 0.0
HOMO, eV: -15.17
Total charge: +2
HOMO-LUMO gap, eV: 9.6174
Largest force on an atom, hartree/bohr: 0.0079

Last column: Löwdin charge in e.
Geometry (Å):
Be 0.33879 0.07318 -0.36279  0.117
C -0.83472 -2.27050 -0.86218  -0.132
C -1.34843 -1.68774 -2.16599  -0.083
C -0.35855 -0.81138 -2.88165  -0.214
C -0.33419 -0.75344 -4.26771  0.022
C 0.57078 0.07442 -4.90535  0.001
C 1.44577 0.82928 -4.13473  -0.015
C 1.37235 0.71676 -2.76620  -0.089
N 0.49105 -0.08410 -2.13922  0.073
N -0.65183 -1.26139 0.22292  -0.171
C -0.09671 -1.98689 1.40337  -0.092
C 0.17003 -1.07455 2.57655  -0.285
C 0.24673 -1.57808 3.86582  0.003
C 0.50137 -0.69309 4.90304  -0.025
C 0.65268 0.65476 4.61559  -0.031
C 0.54658 1.06360 3.29600  -0.100
N 0.31599 0.21726 2.29192  0.082
C -1.95949 -0.63592 0.59553  -0.058
C -1.99613 0.80585 0.17611  -0.206
C -3.13716 1.58490 0.23812  0.027
C -3.04677 2.92558 -0.09678  0.001
C -1.82256 3.45039 -0.49237  -0.010
C -0.73439 2.60847 -0.55216  -0.053
N -0.82141 1.31189 -0.22233  0.067
H 0.13242 -2.74824 -1.02784  0.141
H -1.52437 -3.03946 -0.50514  0.143
H -2.27861 -1.13123 -2.01012  0.133
H -1.61751 -2.51597 -2.82148  0.139
H -1.02383 -1.36267 -4.83582  0.134
H 0.59884 0.12784 -5.98531  0.131
H 2.17340 1.48910 -4.58429  0.125
H 2.04083 1.28528 -2.13242  0.110
H 0.82196 -2.48197 1.08087  0.135
H -0.79869 -2.77287 1.69595  0.145
H 0.10457 -2.63382 4.05788  0.128
H 0.56866 -1.04936 5.92210  0.124
H 0.84006 1.37634 5.39796  0.119
H 0.64751 2.11011 3.03086  0.117
H -2.07417 -0.67325 1.67866  0.144
H -2.79121 -1.19884 0.16948  0.145
H -4.07649 1.15071 0.55337  0.137
H -3.92291 3.55831 -0.04993  0.131
H -1.71593 4.49199 -0.75754  0.126
H 0.23670 2.96314 -0.87246  0.127
C 4.50422 -0.09470 0.73035  0.016
C 3.10129 -0.02804 0.37151  -0.068
N 1.99387 0.03208 0.09237  0.251
H 4.65789 -0.92807 1.41552  0.112
H 4.79021 0.83661 1.21852  0.112
H 5.10151 -0.24230 -0.16855  0.111